# 1
Formula: C3H7FOS
Source: the Open Molecules 2025 dataset
Level of theory: ωB97M-V with the def2-TZVPD basis set

The geometry in XYZ format:
```
13
Properties=species:S:1:pos:R:3:forces:R:3:nbo_charge:R:1
C -1.0045 -0.0705 0.8272 -1.77 0.09 2.58 -0.593
C 0.1703 0.6628 0.3518 0.41 0.50 -1.61 0.168
C 1.0800 -0.1124 -0.5794 2.74 0.37 1.18 -0.103
H -2.3788 0.4093 -0.8227 -0.18 -0.66 -0.26 0.135
H -0.8007 -0.6982 1.7291 -0.03 0.17 -1.02 0.251
H -1.7895 0.6425 1.1509 1.17 0.15 0.70 0.244
H 0.6919 1.1478 1.1557 0.36 0.16 0.41 0.188
H 0.5167 -0.6241 -1.2921 -1.15 -0.43 -1.33 0.187
H 1.8335 0.5454 -1.0307 -0.83 0.46 -0.25 0.183
H 2.1286 -1.6782 -0.6868 0.30 -0.33 0.38 0.467
O 1.9440 -1.1060 0.0644 -1.12 0.33 0.02 -0.723
F -0.3465 1.7112 -0.4836 0.46 -0.33 0.41 -0.385
S -2.0451 -0.8295 -0.3839 -0.37 -0.47 -1.22 -0.019
```
Forces are in eV/Å.

Gap between HOMO and LUMO: 10.0175 eV
Total charge: 0
LUMO: 0.77 eV
E_HOMO: -9.2 eV
SMILES: OC[C@@H](F)CS
Multiplicity: 1

=====

# 2
Formula: C3H7FOS
Source: the Open Molecules 2025 dataset
Level of theory: ωB97M-V with the def2-TZVPD basis set

The geometry in XYZ format:
```
13
Properties=species:S:1:pos:R:3:forces:R:3:nbo_charge:R:1
C -0.8168 -1.2008 0.0609 -1.84 3.26 -1.24 -0.593
C 0.4944 0.9443 -0.4190 -0.30 -0.15 -4.16 -0.624
C -0.7026 0.3359 0.2608 -0.26 -0.48 1.67 -0.406
O -3.3216 0.2614 0.5681 1.48 1.41 -1.35 -0.499
F -3.5215 -1.1982 -0.4860 -0.31 0.30 0.07 -0.328
S -2.2710 1.1876 -0.1537 -0.92 -2.19 1.57 0.901
H -1.5986 -1.7096 0.5240 -1.12 -0.42 1.30 0.250
H -1.0661 -1.2412 -0.9572 -0.03 -0.78 -1.73 0.212
H 0.0907 -1.5934 0.2348 3.21 -1.53 0.70 0.201
H 1.0030 1.4664 0.3253 1.34 1.07 0.66 0.217
H 0.3193 1.6517 -1.3716 0.10 -1.48 2.16 0.216
H 1.0913 0.0844 -0.8191 -0.12 0.97 0.36 0.229
H -0.4009 0.5053 1.3114 -1.24 0.03 -0.02 0.224
```
Forces are in eV/Å.

Gap between HOMO and LUMO (spin up / spin down): 8.8650 / 8.6552 eV
Total charge: 0
LUMO (spin up / spin down): -1.96 / -1.38 eV
E_HOMO (spin up / spin down): -10.8 / -10.0 eV
Multiplicity: 1

=====

Values for strongest force on any atom, hartree/bohr, ordered as above
0.0609 0.0811
Values for electronic energy, eV, ordered as above
-18823.735 -18819.976
Values for energy above the lowest of the compared OMol25 structures with the same formula, charge and spin, kJ/mol, ordered as above
103.0 465.6